{
  "formula": "C42H37AsF3O5PPbSSe2",
  "method": "ωB97M-V with the def2-TZVPD basis set",
  "species": ["Pb", "O", "C", "O", "C", "C", "C", "C", "C", "C", "P", "C", "C", "C", "C", "C", "C", "C", "C", "C", "C", "C", "C", "H", "H", "H", "H", "H", "H", "H", "H", "H", "H", "H", "H", "H", "H", "C", "Se", "C", "C", "Se", "C", "H", "H", "H", "H", "H", "H", "H", "H", "H", "H", "C", "C", "C", "C", "C", "C", "As", "C", "C", "C", "C", "C", "C", "C", "C", "C", "C", "C", "C", "H", "H", "H", "H", "H", "H", "H", "H", "H", "H", "H", "H", "H", "F", "C", "F", "F", "S", "O", "O", "O"],
  "positions_angstrom": [[-1.8487, -1.8757, 0.7960], [1.2611, 2.4564, -2.5334], [0.2596, 1.7343, -1.9889], [0.3305, 0.5443, -1.7658], [-0.9183, 2.6083, -1.8118], [-0.9816, 3.7278, -2.6523], [-2.0517, 4.5936, -2.6052], [-3.0848, 4.3516, -1.7191], [-3.0475, 3.2440, -0.8935], [-1.9687, 2.3569, -0.9036], [-2.1778, 0.9743, 0.3188], [-3.7653, 0.4055, -0.3920], [-3.6458, -0.4408, -1.5000], [-4.7805, -0.9299, -2.1269], [-6.0339, -0.5797, -1.6466], [-6.1492, 0.2753, -0.5606], [-5.0196, 0.7669, 0.0764], [-2.5470, 1.8752, 1.8589], [-2.9592, 1.0687, 2.9187], [-3.2578, 1.6148, 4.1542], [-3.1298, 2.9829, 4.3446], [-2.6831, 3.7882, 3.3071], [-2.3838, 3.2436, 2.0662], [-0.1844, 3.8975, -3.3612], [-2.0788, 5.4552, -3.2577], [-3.9267, 5.0290, -1.6663], [-3.8733, 3.0627, -0.2201], [-2.6588, -0.6615, -1.9022], [-4.6888, -1.5854, -2.9826], [-6.9245, -0.9617, -2.1264], [-7.1300, 0.5489, -0.1958], [-5.1142, 1.4178, 0.9355], [-3.0627, -0.0005, 2.7798], [-3.5839, 0.9600, 4.9513], [-3.3585, 3.4196, 5.3072], [-2.5644, 4.8526, 3.4602], [-2.0321, 3.8937, 1.2776], [-2.0211, -4.3113, 3.5923], [-1.2342, -2.5277, 3.5681], [0.6440, -3.2134, 3.4715], [0.9093, -4.2615, 2.4206], [0.7923, -3.5332, 0.6005], [0.3449, -5.2034, -0.3066], [-2.8953, -4.2590, 4.2300], [-1.2983, -5.0069, 4.0095], [-2.3364, -4.6178, 2.5968], [0.8408, -3.6327, 4.4587], [1.2886, -2.3426, 3.3398], [0.1960, -5.0817, 2.4631], [1.9147, -4.6671, 2.5325], [1.1266, -5.9274, -0.0946], [0.3163, -4.9957, -1.3730], [-0.6209, -5.5695, 0.0313], [4.1157, 3.3506, -4.1645], [2.9256, 2.7341, -4.1331], [2.5022, 1.8869, -2.9810], [3.5257, 1.7157, -1.8814], [4.7138, 2.4229, -1.9719], [4.9928, 3.2393, -3.0493], [3.1900, 0.4243, -0.4580], [4.9707, 0.4676, 0.3161], [5.3206, 1.0612, 1.5186], [6.6315, 0.9707, 1.9708], [7.5776, 0.2843, 1.2211], [7.2239, -0.3423, 0.0339], [5.9134, -0.2633, -0.4233], [5.3724, -0.9117, -1.6244], [6.0692, -1.7639, -2.4797], [5.4211, -2.3760, -3.5389], [4.0639, -2.1603, -3.7640], [3.3596, -1.3033, -2.9340], [4.0104, -0.6942, -1.8714], [4.4046, 3.9605, -5.0090], [2.2102, 2.8333, -4.9397], [2.2822, 0.8897, -3.3900], [5.4189, 2.3624, -1.1532], [5.9044, 3.8250, -3.0450], [4.5769, 1.5942, 2.1000], [6.9139, 1.4316, 2.9074], [8.6000, 0.2287, 1.5699], [7.9713, -0.8900, -0.5251], [7.1250, -1.9386, -2.3193], [5.9765, -3.0218, -4.2058], [3.5634, -2.6500, -4.5888], [2.2950, -1.1558, -3.0867], [-7.2906, -1.6640, 3.4437], [-6.4112, -1.4102, 2.4923], [-6.9485, -1.6738, 1.3041], [-6.0875, -0.1140, 2.5416], [-4.8969, -2.4519, 2.7085], [-4.2057, -1.8716, 3.8436], [-5.3627, -3.7903, 2.8451], [-4.1430, -2.1994, 1.4398]],
  "forces_ev_per_angstrom": [[-0.750, -0.346, -0.219], [0.877, 0.368, 0.203], [-0.272, -1.019, 0.017], [0.222, 0.525, -0.096], [-0.433, 0.246, 0.284], [-0.043, -0.111, 0.036], [0.010, 0.130, -0.081], [-0.158, 0.096, 0.044], [0.166, -0.076, -0.092], [0.462, 0.054, -0.275], [-0.242, 0.967, -0.407], [0.164, -0.201, 0.158], [0.011, 0.114, 0.103], [0.012, -0.089, -0.020], [0.020, 0.083, -0.040], [-0.041, 0.109, -0.018], [0.042, -0.055, -0.083], [0.062, -0.244, -0.020], [0.060, 0.081, -0.078], [-0.034, -0.126, 0.005], [0.049, 0.004, 0.047], [0.027, 0.033, -0.010], [-0.009, -0.045, 0.046], [-0.099, 0.070, 0.062], [-0.020, -0.006, -0.022], [-0.030, -0.023, -0.018], [0.003, 0.071, -0.039], [-0.002, -0.064, -0.035], [-0.001, 0.017, -0.018], [0.001, -0.023, 0.001], [0.009, 0.016, -0.005], [-0.013, -0.013, 0.006], [-0.144, -0.116, 0.097], [-0.043, 0.047, 0.024], [-0.020, 0.006, 0.002], [-0.001, 0.001, 0.015], [0.003, -0.022, 0.007], [-0.391, 0.071, -0.045], [0.726, -0.326, 0.197], [-0.255, 0.342, -0.019], [-0.068, 0.002, -0.326], [0.288, -0.195, 0.051], [-0.008, 0.108, 0.041], [-0.108, 0.046, 0.032], [0.025, 0.073, 0.022], [0.049, -0.063, 0.015], [-0.061, 0.078, 0.036], [-0.059, -0.004, 0.073], [0.063, -0.026, 0.039], [-0.027, 0.012, 0.066], [-0.003, 0.009, -0.021], [0.001, -0.012, 0.011], [0.007, -0.007, -0.010], [-0.023, 0.077, -0.339], [-0.011, 0.005, 0.063], [-0.398, -0.276, 0.039], [-0.093, 0.501, -0.200], [0.096, 0.052, 0.314], [-0.225, -0.179, 0.069], [0.224, -0.271, -0.034], [0.019, -0.061, 0.054], [-0.117, 0.105, -0.024], [-0.010, 0.024, -0.005], [-0.005, -0.006, -0.014], [-0.021, 0.026, -0.044], [-0.098, 0.116, 0.145], [-0.062, -0.208, -0.213], [0.075, 0.171, 0.083], [-0.026, 0.023, -0.096], [0.071, 0.095, -0.056], [-0.145, -0.136, 0.046], [-0.163, -0.282, 0.204], [-0.013, 0.006, 0.004], [-0.012, 0.033, 0.002], [0.173, -0.039, 0.044], [0.046, 0.019, -0.070], [0.032, -0.020, 0.004], [0.059, 0.015, 0.030], [0.001, 0.016, -0.008], [-0.003, -0.025, 0.013], [-0.004, -0.018, 0.011], [-0.006, -0.064, -0.007], [0.003, -0.030, 0.036], [0.011, -0.014, 0.018], [0.021, -0.017, 0.006], [0.033, -0.052, 0.026], [0.278, -0.214, -0.078], [-0.211, -0.051, 0.054], [-0.040, 0.020, 0.103], [0.201, 0.373, 0.523], [0.103, -0.024, -0.213], [-0.044, -0.303, -0.174], [0.265, 0.048, -0.065]],
  "total_charge": 2,
  "homo_energy_ev": -12.99,
  "homo_lumo_gap_ha": 0.19813,
  "e_tot_ev": -279432.15239,
  "relative_energy_kcal_mol": 106.8
}